C28H31AsCl2N2O3RhSi as an isolated structure at a distorted geometry, computed with wB97M-V/def2-TZVPD.

Geometry (Å):
Rh (-0.138, -0.675, 0.520)
C (4.202, -1.490, 1.874)
Si (3.254, -0.452, 0.638)
C (4.035, 1.246, 0.560)
C (3.355, -1.270, -1.049)
O (1.698, -0.353, 1.154)
H (5.273, -1.453, 1.660)
H (3.923, -2.548, 1.846)
H (4.061, -1.123, 2.892)
H (5.122, 1.152, 0.492)
H (3.813, 1.829, 1.455)
H (3.714, 1.815, -0.318)
H (4.385, -1.326, -1.409)
H (2.782, -0.723, -1.799)
H (2.963, -2.291, -1.013)
C (0.959, 6.135, 0.400)
C (1.797, 5.029, 0.449)
C (1.260, 3.757, 0.574)
C (-0.119, 3.606, 0.626)
C (-0.967, 4.703, 0.590)
C (-0.417, 5.973, 0.473)
As (-0.855, 1.823, 0.757)
C (-2.718, 1.928, 0.275)
C (-3.761, 2.277, 1.119)
C (-5.064, 2.231, 0.639)
C (-5.307, 1.819, -0.666)
C (-4.263, 1.446, -1.498)
C (-2.954, 1.500, -1.035)
C (-1.755, 1.083, -1.784)
C (-1.720, 0.600, -3.076)
C (-0.507, 0.205, -3.646)
C (0.672, 0.299, -2.932)
C (0.664, 0.801, -1.625)
C (-0.548, 1.194, -1.062)
H (1.381, 7.127, 0.308)
H (2.871, 5.154, 0.400)
H (1.913, 2.897, 0.633)
H (-2.041, 4.580, 0.632)
H (-1.068, 6.836, 0.437)
H (-3.570, 2.583, 2.140)
H (-5.887, 2.513, 1.281)
H (-6.324, 1.784, -1.035)
H (-4.475, 1.110, -2.505)
H (-2.632, 0.519, -3.655)
H (-0.492, -0.172, -4.660)
H (1.610, 0.008, -3.386)
H (1.592, 0.928, -1.087)
Cl (-3.246, -3.797, 2.089)
C (-3.409, -2.032, 2.123)
Cl (-3.633, -1.394, 3.743)
C (-2.162, -1.475, 1.486)
O (-1.080, -1.302, 2.144)
O (-2.126, -1.188, 0.255)
H (-4.264, -1.762, 1.512)
C (2.269, -5.290, 1.601)
C (1.352, -4.440, 0.792)
C (0.481, -4.757, -0.230)
C (-0.116, -3.556, -0.636)
N (0.389, -2.562, 0.102)
N (1.264, -3.116, 0.967)
C (-1.069, -3.331, -1.759)
H (2.135, -6.334, 1.333)
H (2.068, -5.178, 2.667)
H (3.311, -5.023, 1.419)
H (0.306, -5.734, -0.647)
H (1.734, -2.497, 1.617)
H (-0.572, -3.558, -2.703)
H (-1.419, -2.302, -1.790)
H (-1.931, -3.990, -1.669)

Calculated values
lowest unoccupied orbital energy = -0.1604 hartree
energy above the lowest of the compared OMol25 structures with the same formula, charge and spin = 0.0 kJ/mol
HOMO energy = -0.421 Eh
charge = +1
DFT total energy = -4976.86884 hartree
max |F| = 1.3 eV/Å

Results of the Löwdin charge analysis, in e, for atoms 1 through 4:
1 Rh 1.122
2 C -0.155
3 Si 0.273
4 C -0.168